No. 1
Entry from OMol25: C33H62BCl40FOPS as an isolated structure in a non-equilibrium geometry (ωB97M-V/def2-TZVPD).

Summary:
Net charge: -1
HOMO energy in eV: -4.27

```
140
C33H62BCl40FOPS, DFT ωB97M-V/def2-TZVPD
C 6.054 -4.102 0.685
C 5.578 -2.595 1.118
C 6.500 -1.572 0.305
F 6.247 -1.611 -1.151
B 6.546 -0.031 0.883
C 5.385 0.975 0.313
C 3.860 0.461 0.412
C 3.412 0.047 1.919
O 3.535 -0.534 -0.595
C 2.150 -0.524 -0.989
C 1.157 -1.529 -0.203
C 1.500 -2.966 0.314
C 0.454 -3.931 1.033
C -0.993 -3.380 1.208
C -1.396 -1.963 0.720
C -0.339 -1.048 0.031
P 6.765 0.048 2.821
S 8.618 -0.346 3.367
H 7.178 -4.203 0.882
H 5.743 -4.375 -0.377
H 5.544 -4.825 1.437
H 5.695 -2.564 2.252
H 4.483 -2.532 0.809
H 7.585 -1.973 0.410
H 7.589 0.418 0.478
H 5.632 1.177 -0.808
H 5.484 1.986 0.854
H 3.196 1.388 0.177
H 3.426 -1.073 2.091
H 3.956 0.659 2.720
H 2.297 0.363 1.995
H 1.658 0.508 -1.004
H 2.130 -0.894 -2.090
H 2.538 -3.403 0.157
H 0.808 -4.963 1.370
H -1.754 -4.084 1.685
H -2.486 -1.621 0.856
H -0.668 -0.025 -0.336
H 5.788 -0.734 3.514
H 6.523 1.420 3.172
C 1.947 1.118 5.971
Cl 1.327 2.053 4.603
Cl 3.710 1.188 6.046
H 1.538 1.528 6.893
H 1.639 0.078 5.859
C 3.393 -3.479 4.578
Cl 2.701 -3.188 2.976
Cl 3.941 -1.981 5.337
H 2.630 -3.933 5.212
H 4.240 -4.157 4.477
C -1.278 -1.147 -3.948
Cl 0.243 -1.134 -4.846
Cl -0.993 -1.060 -2.194
H -1.865 -0.283 -4.253
H -1.824 -2.060 -4.175
C -4.204 1.903 -4.255
Cl -2.662 2.726 -4.515
Cl -4.048 0.161 -4.514
H -4.531 2.081 -3.231
H -4.940 2.300 -4.952
C 3.725 0.185 -6.222
Cl 2.461 -0.645 -7.136
Cl 3.404 1.922 -6.122
H 3.762 -0.226 -5.214
H 4.677 0.032 -6.717
C -0.983 -4.503 4.755
Cl 0.127 -4.179 3.414
Cl -0.494 -5.940 5.666
H -0.987 -3.645 5.426
H -1.984 -4.663 4.355
C 7.941 -2.558 -4.549
Cl 7.229 -2.586 -6.167
Cl 8.408 -0.922 -4.072
H 7.214 -2.941 -3.834
H 8.827 -3.191 -4.549
C -2.072 -4.631 -2.515
Cl -1.873 -4.019 -0.867
Cl -3.784 -4.792 -2.945
H -1.600 -3.938 -3.206
H -1.596 -5.609 -2.590
C -1.776 0.273 5.266
Cl -1.493 -1.123 4.221
Cl -3.504 0.508 5.568
H -1.270 0.112 6.217
H -1.378 1.164 4.781
C -3.255 2.329 -0.621
Cl -3.641 3.903 -1.331
Cl -1.720 2.383 0.251
H -4.047 2.050 0.073
H -3.184 1.588 -1.417
C -6.919 2.880 0.353
Cl -6.775 1.373 -0.559
Cl -8.606 3.240 0.737
H -6.356 2.786 1.281
H -6.512 3.692 -0.244
C -11.578 4.262 -1.785
Cl -12.742 5.135 -2.788
Cl -9.923 4.546 -2.332
H -11.673 4.603 -0.755
H -11.791 3.195 -1.842
C -2.223 -4.123 9.102
Cl -2.900 -3.255 7.718
Cl -0.458 -4.040 9.107
H -2.601 -3.675 10.020
H -2.528 -5.167 9.048
C 2.413 4.126 -0.942
Cl 0.926 3.453 -0.259
Cl 3.658 4.318 0.297
H 2.785 3.462 -1.722
H 2.188 5.103 -1.366
C -7.697 6.760 1.741
Cl -6.552 5.852 0.746
Cl -8.730 7.791 0.745
H -8.323 6.058 2.290
H -7.141 7.383 2.440
C 3.302 7.908 0.507
Cl 4.689 8.986 0.704
Cl 3.026 7.527 -1.196
H 3.493 6.983 1.050
H 2.415 8.396 0.909
C 7.929 2.999 -1.490
Cl 8.222 1.497 -2.382
Cl 6.215 3.301 -1.154
H 8.457 2.933 -0.539
H 8.319 3.831 -2.074
C -10.133 8.564 -3.080
Cl -10.946 8.924 -1.553
Cl -9.936 10.022 -4.060
H -9.150 8.145 -2.867
H -10.729 7.842 -3.636
C -5.386 -8.541 -2.293
Cl -5.640 -9.490 -0.823
Cl -3.778 -8.824 -2.968
H -6.134 -8.825 -3.031
H -5.486 -7.483 -2.053
C -2.906 -4.038 -6.510
Cl -3.492 -2.448 -7.012
Cl -1.361 -3.911 -5.663
H -3.639 -4.491 -5.843
H -2.775 -4.662 -7.393
```

***

No. 2
Entry from OMol25: a 2-piece molecular cluster, C10H22OSe overall in a non-equilibrium geometry (ωB97M-V/def2-TZVPD).

Summary:
Net charge: 0
HOMO energy in eV: -8.19
Relative energy (zero: lowest compared OMol25 entry of this formula, charge and spin) in kJ/mol: 124.3

```
34
C10H22OSe, DFT ωB97M-V/def2-TZVPD
C 4.107 -2.312 -0.626
C -3.100 1.192 0.868
C -1.670 2.215 -1.413
C -3.937 -1.696 -0.978
C 2.892 -1.447 -0.353
C 3.179 -0.066 0.317
C 2.141 0.355 1.354
C 0.785 0.470 0.593
C -0.375 0.816 1.421
C -2.044 0.429 0.124
O -1.731 0.840 -1.146
Se -2.348 -1.525 0.153
H 4.759 -1.845 -1.429
H 4.623 -2.582 0.206
H 3.643 -3.081 -1.162
H -4.086 1.010 0.404
H -3.131 0.764 1.844
H -3.102 2.204 0.761
H -1.217 2.441 -2.299
H -0.988 2.750 -0.599
H -2.729 2.725 -1.633
H -4.145 -2.643 -1.333
H -4.736 -1.310 -0.391
H -3.828 -1.125 -1.812
H 2.141 -1.880 0.277
H 2.361 -1.114 -1.400
H 4.219 0.007 0.715
H 3.064 0.798 -0.336
H 2.205 1.395 1.956
H 2.255 -0.516 2.155
H 0.889 1.146 -0.170
H 0.649 -0.449 0.115
H -0.389 1.854 1.544
H -0.352 0.179 2.275
```

***

No. 3
Entry from OMol25: one molecule with the formula C4H9NS in a non-equilibrium geometry (ωB97M-V/def2-TZVPD).

Summary:
Net charge: 0
SMILES: CCNCC=S
HOMO energy in eV: -8.75
Relative energy (zero: lowest compared OMol25 entry of this formula, charge and spin) in kJ/mol: 401.9

```
15
C4H9NS, DFT ωB97M-V/def2-TZVPD
C 2.146 -0.730 0.257
C 1.097 0.210 -0.266
N -0.310 -0.398 -0.136
C -1.378 0.634 -0.186
C -2.529 0.163 0.745
S -3.872 -0.518 -0.123
H 1.907 -1.775 -0.189
H 3.138 -0.326 0.018
H 2.280 -0.616 1.432
H 1.178 1.235 0.053
H 1.255 0.218 -1.366
H -0.414 -1.111 -0.989
H -1.726 0.959 -1.327
H -0.820 1.741 0.230
H -1.952 0.316 1.846
```